A 8-piece molecular cluster, C36H37Cl6N5O10 overall at a distorted geometry, computed with the ωB97M-V functional and the def2-TZVPD basis.

```
94
C36H37Cl6N5O10, DFT the ωB97M-V functional and the def2-TZVPD basis
Cl -0.49 4.40 -0.35
C -1.55 5.63 0.34
C -1.19 5.99 1.77
Cl -2.47 6.91 2.54
H -2.58 5.28 0.28
H -1.55 6.48 -0.35
H -0.28 6.60 1.76
H -1.05 5.06 2.31
Cl 3.64 1.94 2.52
C 2.49 3.31 2.58
C 2.97 4.29 3.62
Cl 4.33 5.27 3.07
H 1.44 3.06 2.60
H 2.56 3.75 1.58
H 3.29 3.73 4.50
H 2.16 4.94 3.95
Cl -5.58 -6.91 -1.02
C -6.13 -5.38 -0.26
C -7.19 -4.62 -1.03
Cl -8.68 -5.65 -1.08
H -5.20 -4.82 -0.19
H -6.58 -5.65 0.69
H -7.00 -4.39 -2.07
H -7.42 -3.72 -0.47
C -3.34 -2.08 5.06
C -3.63 -3.18 4.24
C -4.58 -3.02 3.25
C -5.09 -1.75 3.00
C -4.80 -0.67 3.80
C -3.86 -0.82 4.83
N -5.95 -1.57 1.83
O -6.46 -0.47 1.70
O -6.13 -2.50 1.08
H -2.60 -2.23 5.83
H -3.09 -4.10 4.41
H -4.76 -3.86 2.59
H -5.32 0.28 3.81
H -3.52 -0.04 5.50
C -0.92 0.30 -3.55
C -0.38 -0.72 -4.32
C -0.70 -0.93 -5.66
C -1.48 0.05 -6.24
C -1.99 1.12 -5.53
C -1.80 1.20 -4.17
N -1.67 0.04 -7.71
O -0.67 0.00 -8.38
O -2.81 0.07 -8.12
H -0.59 0.41 -2.53
H 0.29 -1.36 -3.76
H -0.17 -1.68 -6.23
H -2.48 1.93 -6.05
H -2.25 1.98 -3.57
C 6.61 4.82 -1.73
C 5.72 4.81 -2.79
C 4.69 3.87 -2.82
C 4.58 2.94 -1.80
C 5.53 2.89 -0.78
C 6.53 3.85 -0.74
N 3.49 1.94 -1.79
O 2.67 2.02 -2.68
O 3.46 1.17 -0.86
H 7.40 5.56 -1.72
H 5.68 5.55 -3.57
H 4.04 3.90 -3.68
H 5.48 2.10 -0.05
H 7.20 3.82 0.11
C 3.99 -2.27 -0.15
C 4.01 -3.60 -0.57
C 4.31 -4.58 0.34
C 4.85 -4.22 1.57
C 4.72 -2.91 2.04
C 4.20 -1.95 1.18
N 5.53 -5.24 2.39
O 5.64 -4.97 3.57
O 5.93 -6.24 1.86
H 3.69 -1.53 -0.88
H 3.98 -3.87 -1.62
H 4.31 -5.66 0.20
H 4.99 -2.73 3.07
H 4.14 -0.93 1.53
C -0.10 0.86 0.37
C 0.60 -0.31 0.47
C -0.11 -1.50 0.53
C -1.48 -1.48 0.63
C -2.19 -0.29 0.57
C -1.51 0.93 0.51
N -2.13 -2.77 0.77
O -3.27 -2.88 0.35
O -1.59 -3.60 1.46
H 0.42 1.80 0.23
H 1.67 -0.22 0.35
H 0.45 -2.42 0.52
H -3.26 -0.38 0.71
H -2.08 1.84 0.49
```

Summary:
Gap between HOMO and LUMO in eV: 8.92
Total energy in hartree: -5180.85014
E_HOMO in eV: -9.90
Multiplicity: 1
SMILES: O=[N+]([O-])c1ccccc1.O=[N+]([O-])c1ccccc1.O=[N+]([O-])c1ccccc1.O=[N+]([O-])c1ccccc1.O=[N+]([O-])c1ccccc1.ClCCCl.ClCCCl.ClCCCl
LUMO energy in eV: -0.98

=====

C36H37MoN3O5P2S3Se4 as an isolated structure at a distorted geometry, computed with the ωB97M-V functional and the def2-TZVPD basis.

```
91
C36H37MoN3O5P2S3Se4, DFT the ωB97M-V functional and the def2-TZVPD basis
Mo 0.54 -0.28 0.53
Se 0.64 -2.72 0.24
Se 2.94 -3.49 -0.20
Se 4.11 -1.59 0.48
Se 2.79 0.16 -0.37
O -1.16 -0.12 2.02
S -0.77 1.26 2.41
O -0.59 1.49 3.80
O 0.42 1.61 1.57
C -2.05 2.27 1.75
C -2.91 3.00 2.56
C -3.96 3.68 1.96
C -4.13 3.61 0.59
C -3.25 2.89 -0.21
C -2.18 2.22 0.37
P -0.98 1.28 -0.67
C -0.10 2.61 -1.54
C -0.42 3.97 -1.42
C 0.35 4.92 -2.08
C 1.45 4.53 -2.83
C 1.77 3.19 -2.95
C 0.99 2.23 -2.32
C -2.23 0.61 -1.80
C -2.56 1.18 -3.02
C -3.52 0.58 -3.82
C -4.14 -0.58 -3.41
C -3.87 -1.12 -2.16
C -2.91 -0.52 -1.35
H -2.75 3.01 3.63
H -4.65 4.25 2.57
H -4.96 4.12 0.12
H -3.40 2.85 -1.28
H -1.24 4.29 -0.81
H 0.09 5.96 -1.99
H 2.06 5.28 -3.32
H 2.61 2.88 -3.55
H 1.23 1.18 -2.44
H -2.06 2.08 -3.35
H -3.75 1.01 -4.79
H -4.85 -1.08 -4.06
H -4.38 -2.01 -1.81
H -2.68 -0.93 -0.37
N 2.62 0.46 7.41
C 2.55 0.13 8.74
C 3.03 0.74 9.89
C 2.80 0.09 11.09
C 2.09 -1.12 11.14
C 1.61 -1.73 10.00
C 1.85 -1.09 8.78
N 1.51 -1.47 7.51
C 1.98 -0.54 6.72
C 1.84 -0.58 5.27
C 2.43 0.34 4.40
C 2.22 0.23 3.05
N 1.45 -0.72 2.49
C 0.92 -1.63 3.32
C 1.08 -1.60 4.69
H 3.03 1.29 7.02
H 3.57 1.68 9.86
H 3.16 0.52 12.01
H 1.92 -1.59 12.10
H 1.06 -2.66 10.03
H 3.07 1.13 4.77
H 2.69 0.93 2.38
H 0.34 -2.42 2.87
H 0.64 -2.35 5.32
C -2.42 -1.19 -7.15
C -1.37 -2.05 -6.47
C -1.71 -3.53 -6.60
O -1.31 -1.76 -5.06
P -0.15 -0.81 -4.40
S -0.11 0.92 -5.47
S 0.06 -1.68 -1.55
O 1.23 -1.45 -5.03
C 1.78 -2.70 -4.60
C 2.20 -3.46 -5.85
C 2.96 -2.42 -3.69
H -2.46 -1.43 -8.21
H -2.17 -0.13 -7.03
H -3.40 -1.38 -6.71
H -0.40 -1.85 -6.92
H -2.69 -3.71 -6.15
H -0.97 -4.13 -6.07
H -1.74 -3.82 -7.65
H 1.01 -3.28 -4.06
H 2.92 -2.86 -6.41
H 1.34 -3.66 -6.48
H 2.67 -4.41 -5.57
H 3.73 -1.88 -4.25
H 3.38 -3.35 -3.31
H 2.66 -1.80 -2.85
```

Summary:
Gap between HOMO and LUMO (spin up / spin down) in eV: 3.92 / 3.95
Total energy in hartree: -13485.84066
E_HOMO (spin up / spin down) in eV: -6.08 / -6.08
Multiplicity: 1
LUMO energy (spin up / spin down) in eV: -2.16 / -2.13

=====

C36H37NP2PtSe as an isolated structure at a distorted geometry, computed with the ωB97M-V functional and the def2-TZVPD basis.

```
78
C36H37NP2PtSe, DFT the ωB97M-V functional and the def2-TZVPD basis
Pt 0.14 1.36 -0.90
C -4.20 0.30 4.33
C -3.10 -0.45 4.17
C -3.00 -1.85 3.70
C -2.84 -2.03 2.15
C -3.81 -1.18 1.34
C -5.10 -0.98 1.72
C -5.82 -1.24 3.03
C -5.62 -0.10 4.05
C -1.50 2.14 -1.81
H -4.05 1.31 4.70
H -2.15 -0.01 4.47
H -3.81 -2.50 4.03
H -2.08 -2.26 4.14
H -1.81 -1.77 1.85
H -2.95 -3.11 1.91
H -3.59 -1.13 0.27
H -5.80 -0.72 0.92
H -5.65 -2.20 3.54
H -6.90 -1.22 2.80
H -6.16 0.80 3.73
H -6.13 -0.34 5.00
H -1.57 3.07 -1.20
H -2.38 1.51 -1.62
H -1.44 2.38 -2.87
P 2.22 0.94 0.10
P 1.01 -0.03 -2.36
C 2.26 -0.89 -0.12
C 1.73 -1.30 -1.30
C 4.11 1.20 0.25
C 4.98 0.20 0.71
C 6.35 0.45 0.90
C 6.87 1.71 0.60
C 6.02 2.71 0.09
C 4.65 2.45 -0.10
C 1.65 0.82 1.83
C 0.29 0.56 1.90
C -0.39 0.93 3.07
C 0.35 1.19 4.22
C 1.74 1.24 4.18
C 2.41 1.14 2.94
C 2.12 -0.06 -3.80
C 3.51 0.13 -3.64
C 4.36 -0.16 -4.69
C 3.89 -0.71 -5.88
C 2.53 -0.97 -6.01
C 1.66 -0.69 -4.97
C -0.50 -0.84 -2.98
C -1.25 -0.04 -3.86
C -2.54 -0.46 -4.16
C -2.98 -1.71 -3.70
C -2.17 -2.53 -2.90
C -0.93 -2.06 -2.47
H 2.75 -1.52 0.65
H 1.88 -2.27 -1.81
H 4.63 -0.80 0.92
H 7.01 -0.32 1.29
H 7.93 1.93 0.74
H 6.42 3.70 -0.16
H 3.99 3.22 -0.51
H -0.24 0.18 1.00
H -1.48 1.12 3.03
H -0.20 1.39 5.17
H 2.33 1.39 5.09
H 3.50 1.19 2.84
H 3.92 0.46 -2.68
H 5.43 -0.01 -4.59
H 4.55 -0.92 -6.72
H 2.13 -1.45 -6.90
H 0.62 -1.01 -5.05
H -0.83 0.90 -4.22
H -3.19 0.21 -4.72
H -3.99 -2.04 -3.96
H -2.50 -3.52 -2.59
H -0.31 -2.60 -1.75
Se -3.68 2.88 1.96
C -2.17 2.56 1.08
N -1.08 2.34 0.63
```

Summary:
Gap between HOMO and LUMO (spin up / spin down) in eV: 4.71 / 4.27
Total energy in hartree: -4651.94298
<S²>: 2.02
E_HOMO (spin up / spin down) in eV: -4.24 / -7.36
Multiplicity: 3
LUMO energy (spin up / spin down) in eV: 0.47 / -3.09

=====

C36H38As2NO8STi as an isolated structure, computed with the ωB97M-V functional and the def2-TZVPD basis.

```
87
C36H38As2NO8STi, DFT the ωB97M-V functional and the def2-TZVPD basis
Ti 0.03 -0.99 0.93
C -3.08 -0.03 2.13
C -2.90 -0.93 0.93
C -3.48 -2.19 0.89
C -3.38 -2.98 -0.25
C -4.10 -4.30 -0.32
C -2.63 -2.53 -1.33
C -2.03 -1.28 -1.33
C -1.29 -0.76 -2.53
C -2.18 -0.48 -0.18
H -3.98 0.58 2.01
H -2.23 0.66 2.25
H -3.19 -0.60 3.05
H -4.05 -2.54 1.75
H -3.63 -4.97 -1.03
H -5.13 -4.14 -0.63
H -4.12 -4.79 0.66
H -2.54 -3.16 -2.21
H -1.77 0.13 -2.94
H -1.25 -1.51 -3.32
H -0.26 -0.49 -2.29
H -1.87 0.56 -0.21
S -1.36 -3.79 4.11
C -1.41 -4.77 2.67
C -1.85 -6.08 2.52
C -1.70 -6.68 1.29
C -1.12 -5.99 0.22
C -0.69 -4.68 0.36
C -0.85 -4.07 1.60
N -0.43 -2.79 1.94
C -0.58 -2.53 3.22
C -0.02 -1.32 3.79
C -0.02 -1.07 5.17
C 0.71 -0.01 5.66
C 1.46 0.77 4.79
C 1.43 0.54 3.42
C 0.67 -0.49 2.88
H -2.28 -6.63 3.35
H -2.02 -7.70 1.15
H -0.99 -6.49 -0.73
H -0.24 -4.14 -0.45
H -0.57 -1.72 5.84
H 0.73 0.19 6.72
H 2.08 1.57 5.19
H 2.03 1.17 2.78
C -3.09 3.41 0.26
O -1.76 2.92 0.01
C -1.39 2.89 -1.29
O -2.11 3.26 -2.18
C -0.01 2.36 -1.44
C 0.59 2.42 -2.63
As 2.38 1.71 -3.17
C 3.02 3.34 -4.06
C 3.11 1.73 -1.39
C 2.32 0.83 -0.58
As 0.74 1.56 0.19
C 1.26 3.18 1.15
C 2.35 -0.52 -0.71
O 1.42 -1.33 -0.23
O 3.35 -1.08 -1.39
C 3.32 -2.50 -1.58
C 4.14 2.56 -0.79
O 4.32 2.65 0.41
O 4.84 3.28 -1.69
C 5.86 4.11 -1.14
C -0.12 2.83 -3.89
O -0.46 1.96 -4.64
O -0.17 4.11 -4.26
C 0.09 5.16 -3.33
H -3.80 2.93 -0.42
H -3.12 4.48 0.12
H -3.31 3.16 1.29
H 2.40 3.51 -4.94
H 4.04 3.15 -4.38
H 3.01 4.21 -3.41
H 1.39 3.99 0.44
H 2.20 3.00 1.66
H 0.47 3.43 1.86
H 4.22 -2.73 -2.14
H 2.44 -2.79 -2.16
H 3.32 -3.02 -0.62
H 6.34 4.59 -1.99
H 6.58 3.51 -0.59
H 5.43 4.85 -0.47
H -0.83 5.44 -2.83
H 0.45 6.00 -3.92
H 0.85 4.88 -2.60
```

Summary:
Gap between HOMO and LUMO (spin up / spin down) in eV: 7.19 / 7.31
Net charge: +1
Total energy in hartree: -7770.30052
<S²>: 2.01
E_HOMO (spin up / spin down) in eV: -10.28 / -10.85
Multiplicity: 3
LUMO energy (spin up / spin down) in eV: -3.09 / -3.54

=====

C36H38AsN3RhS as an isolated structure, computed with the ωB97M-V functional and the def2-TZVPD basis.

```
80
C36H38AsN3RhS, DFT the ωB97M-V functional and the def2-TZVPD basis
Rh -0.57 -0.12 -0.16
S 3.58 1.13 1.03
C 3.84 -0.06 -0.17
C 2.67 -0.52 -0.70
C 1.51 0.08 -0.14
C 1.87 1.00 0.83
C 0.91 1.79 1.60
C 1.26 2.77 2.52
C 0.27 3.45 3.20
C -1.06 3.15 2.95
C -1.34 2.16 2.03
N -0.39 1.50 1.37
H 4.84 -0.36 -0.42
H 2.65 -1.28 -1.48
H 2.30 3.00 2.69
H 0.54 4.22 3.91
H -1.87 3.66 3.47
H -2.36 1.87 1.81
C -6.47 -0.28 4.94
C -5.19 -0.64 4.24
C -3.99 -0.70 4.92
C -2.80 -1.04 4.28
C -1.53 -1.07 5.10
C -2.82 -1.35 2.92
As -1.05 -1.81 2.24
N -1.23 -2.06 0.38
C -1.23 -3.17 -0.38
C -1.66 -4.43 0.09
C -1.67 -5.52 -0.76
C -1.24 -5.39 -2.08
C -0.82 -4.15 -2.56
C -0.82 -3.05 -1.73
C -0.55 -3.55 2.96
C 0.83 -3.78 2.93
C 1.83 -2.80 2.36
C 1.33 -4.97 3.45
C 0.50 -5.93 4.00
C 1.05 -7.21 4.57
C -0.87 -5.69 4.01
C -1.42 -4.52 3.50
C -2.91 -4.38 3.56
C -4.02 -1.25 2.19
C -4.14 -1.50 0.71
C -5.18 -0.91 2.87
H -6.29 -0.04 5.98
H -7.18 -1.11 4.90
H -6.95 0.58 4.46
H -3.96 -0.46 5.98
H -1.71 -0.65 6.09
H -0.74 -0.48 4.63
H -1.15 -2.08 5.23
H -2.00 -4.53 1.11
H -2.00 -6.48 -0.39
H -1.24 -6.25 -2.73
H -0.48 -4.06 -3.58
H -0.48 -2.08 -2.09
H 1.75 -1.81 2.82
H 1.70 -2.65 1.29
H 2.84 -3.16 2.52
H 2.40 -5.14 3.43
H 2.12 -7.29 4.39
H 0.56 -8.07 4.13
H 0.88 -7.25 5.65
H -1.54 -6.43 4.42
H -3.37 -5.37 3.57
H -3.33 -3.82 2.72
H -3.22 -3.86 4.47
H -3.35 -1.02 0.13
H -5.09 -1.10 0.35
H -4.12 -2.57 0.47
H -6.10 -0.84 2.32
C -2.39 0.41 -5.13
C -2.16 1.64 -4.25
C -1.79 1.27 -2.89
N -1.51 0.98 -1.82
H -2.63 0.74 -6.14
H -3.21 -0.19 -4.76
H -1.49 -0.20 -5.19
H -3.05 2.26 -4.19
H -1.35 2.27 -4.64
```

Summary:
Gap between HOMO and LUMO (spin up / spin down) in eV: 7.89 / 5.69
Net charge: +1
Total energy in hartree: -4303.10356
<S²>: 6.05
E_HOMO (spin up / spin down) in eV: -9.88 / -10.29
Multiplicity: 5
LUMO energy (spin up / spin down) in eV: -2.00 / -4.60

=====

Question: The lowest total energy belongs to which entry?
Answer: C36H37MoN3O5P2S3Se4

=====

Question: Among the records above, which one has the highest total energy?
Answer: C36H38AsN3RhS